Entry 1:
{
  "formula": "C16H11ClN5O5",
  "method": "ωB97M-V with the def2-TZVPD basis set",
  "elements": ["O", "C", "N", "C", "C", "C", "N", "C", "C", "C", "C", "C", "C", "Cl", "N", "C", "C", "O", "O", "N", "N", "C", "C", "O", "O", "C", "C", "H", "H", "H", "H", "H", "H", "H", "H", "H", "H", "H"],
  "coordinates": [[0.189, 2.829, -2.207], [1.161, 3.082, -2.912], [2.394, 2.451, -2.700], [3.333, 2.456, -3.601], [4.402, 1.608, -3.095], [4.083, 1.103, -1.862], [2.814, 1.618, -1.588], [2.172, 1.597, -0.329], [1.232, 0.580, -0.086], [0.601, 0.489, 1.155], [0.878, 1.441, 2.168], [1.791, 2.464, 1.916], [2.423, 2.557, 0.679], [3.613, 3.808, 0.342], [0.234, 1.340, 3.403], [-0.921, 0.380, 3.674], [-2.263, 1.124, 3.705], [-2.260, 2.340, 3.958], [-3.422, 0.383, 3.600], [-0.973, -0.693, 2.671], [-1.791, -1.764, 2.771], [-1.608, -2.464, 1.703], [-2.301, -3.725, 1.366], [-3.156, -4.159, 2.155], [-2.039, -4.333, 0.174], [-0.700, -1.769, 0.823], [-0.298, -0.650, 1.467], [1.011, 3.861, -3.619], [3.347, 3.007, -4.524], [5.284, 1.302, -3.638], [4.672, 0.485, -1.198], [1.016, -0.148, -0.869], [1.983, 3.244, 2.669], [0.177, 2.230, 3.927], [-0.754, -0.102, 4.636], [-3.270, -0.557, 3.328], [-2.591, -5.163, 0.185], [-0.352, -2.141, -0.138]],
  "mulliken_charge": [-0.357, -0.017, 0.195, 0.068, -0.858, -0.055, 0.306, -1.153, -0.467, 0.589, 0.457, -0.676, 0.710, -0.173, -0.311, -0.135, 0.604, -0.568, -0.483, 0.800, -1.615, 0.215, 0.357, -0.545, -0.437, -0.361, 0.446, 0.385, 0.446, 0.404, 0.467, 0.434, 0.370, 0.334, 0.323, 0.461, 0.366, 0.474],
  "lumo_energy_ev": -4.889,
  "e_above_lowest_kcal_mol": 0.0,
  "charge": 1,
  "smiles": "O=C[n+]1cccn1-c1cc2c(cc1Cl)N[C@@H](C(=O)O)n1nc(C(=O)O)cc1-2",
  "orbital_gap_ev": 6.77
}

---

Entry 2:
{
  "formula": "C16H11Co2NO8S",
  "method": "ωB97M-V with the def2-TZVPD basis set",
  "elements": ["O", "C", "Co", "C", "O", "C", "O", "C", "C", "C", "C", "C", "C", "C", "C", "C", "Co", "C", "O", "C", "O", "C", "O", "H", "H", "H", "H", "H", "H", "H", "C", "S", "N", "O", "O", "H", "H", "H", "H"],
  "coordinates": [[2.316, -2.999, -0.378], [1.444, -2.294, -0.082], [0.047, -1.414, 0.487], [-0.493, -2.555, 1.747], [-0.845, -3.574, 2.165], [0.444, 0.106, 1.542], [1.356, 0.882, 1.348], [-0.705, 0.409, -1.288], [0.136, -0.132, -2.316], [1.504, 0.228, -2.407], [2.272, -0.191, -3.478], [1.707, -1.021, -4.449], [0.374, -1.437, -4.351], [-0.394, -1.026, -3.267], [-1.724, 0.269, -0.393], [-2.278, -0.504, 0.620], [-1.344, 2.032, -0.821], [0.063, 3.024, -1.123], [0.982, 3.720, -1.226], [-1.937, 2.378, 0.749], [-2.339, 2.577, 1.824], [-2.743, 2.570, -1.798], [-3.690, 2.928, -2.360], [1.912, 0.894, -1.649], [3.306, 0.129, -3.578], [2.295, -1.344, -5.302], [-0.088, -2.086, -5.108], [-1.449, -1.296, -3.161], [-2.778, 0.019, 1.446], [-2.718, -1.485, 0.338], [1.466, 0.563, 4.545], [0.175, -0.559, 4.038], [-0.527, 0.142, 2.517], [0.774, -1.769, 3.525], [-0.925, -0.604, 4.943], [2.265, -0.066, 4.974], [1.869, 1.135, 3.690], [1.072, 1.243, 5.317], [-0.800, 1.107, 2.719]],
  "mulliken_charge": [-0.447, 0.047, 0.048, 0.225, -0.455, 0.440, -0.673, -0.322, 0.755, 0.111, -0.866, -0.299, -0.650, -0.243, 0.399, -1.101, -0.106, -0.122, -0.435, 0.156, -0.445, 0.100, -0.440, 0.392, 0.339, 0.329, 0.312, 0.376, 0.210, 0.286, -0.832, 1.177, -0.162, -0.615, -0.673, 0.331, 0.245, 0.291, 0.315],
  "lumo_energy_ev": 4.440,
  "e_above_lowest_kcal_mol": 97.6,
  "charge": -2,
  "orbital_gap_ev": 3.82
}

---

Entry 3:
{
  "formula": "C16H11F6N6O4PdS2",
  "method": "ωB97M-V with the def2-TZVPD basis set",
  "elements": ["Pd", "N", "C", "N", "C", "N", "N", "C", "C", "C", "C", "C", "C", "N", "C", "C", "C", "C", "C", "C", "H", "H", "H", "H", "H", "H", "H", "H", "H", "H", "H", "F", "C", "F", "F", "S", "O", "O", "N", "S", "O", "O", "C", "F", "F", "F"],
  "coordinates": [[-0.529, 0.906, -0.473], [-0.575, -3.477, -0.130], [-0.648, -2.246, -0.604], [-0.841, -1.184, 0.134], [-0.908, -1.317, 1.519], [-0.974, -0.294, 2.316], [-0.886, 0.882, 1.602], [-1.090, 1.998, 2.171], [-0.949, 3.216, 1.349], [-0.952, 4.468, 1.919], [-0.773, 5.575, 1.096], [-0.601, 5.382, -0.260], [-0.613, 4.086, -0.762], [-0.795, 3.027, 0.023], [-0.908, -2.664, 2.090], [-1.067, -2.899, 3.460], [-1.041, -4.187, 3.943], [-0.852, -5.260, 3.067], [-0.693, -5.048, 1.715], [-0.725, -3.743, 1.238], [-0.399, -4.235, -0.771], [-0.546, -2.124, -1.675], [-1.349, 2.045, 3.224], [-1.080, 4.574, 2.987], [-0.766, 6.572, 1.517], [-0.455, 6.215, -0.933], [-0.472, 3.881, -1.814], [-1.205, -2.054, 4.120], [-1.165, -4.370, 5.001], [-0.830, -6.271, 3.451], [-0.545, -5.876, 1.033], [1.698, 0.501, -5.210], [0.514, 0.068, -4.812], [0.466, -1.255, -4.895], [-0.443, 0.599, -5.557], [0.228, 0.610, -3.075], [0.606, 1.994, -2.993], [-1.170, 0.293, -2.791], [1.148, -0.410, -2.268], [2.146, -0.058, -1.082], [1.677, 1.125, -0.314], [2.442, -1.241, -0.347], [3.706, 0.466, -1.910], [4.642, 0.598, -0.982], [3.525, 1.613, -2.545], [4.047, -0.480, -2.772]],
  "mulliken_charge": [0.240, 0.117, -0.515, -0.146, 0.296, -1.044, 0.641, -0.501, 0.890, -0.762, -0.213, -0.843, -0.226, -0.051, 0.811, -0.311, -0.791, -0.405, -0.931, 0.271, 0.276, 0.483, 0.406, 0.391, 0.437, 0.402, 0.542, 0.483, 0.424, 0.415, 0.399, -0.194, 0.516, -0.199, -0.192, 1.521, -0.508, -0.656, -0.502, 1.216, -0.582, -0.611, 0.577, -0.183, -0.186, -0.201],
  "lumo_energy_ev": [-4.070, -5.301],
  "s2": 2.00,
  "e_above_lowest_kcal_mol": 0.0,
  "charge": 1,
  "spin_multiplicity": 3,
  "orbital_gap_ev": [7.79, 6.54]
}

---

Entry 4:
{
  "formula": "C16H12B3Br2Cl29F3NO5S2",
  "method": "ωB97M-V with the def2-TZVPD basis set",
  "elements": ["O", "S", "O", "Cl", "C", "C", "C", "C", "B", "O", "B", "C", "C", "C", "F", "Br", "C", "F", "F", "Br", "O", "B", "N", "C", "S", "O", "H", "H", "H", "H", "H", "H", "H", "H", "H", "H", "H", "H", "C", "Cl", "Cl", "Cl", "Cl", "C", "Cl", "Cl", "Cl", "Cl", "C", "Cl", "Cl", "Cl", "Cl", "C", "Cl", "Cl", "Cl", "Cl", "C", "Cl", "Cl", "Cl", "Cl", "C", "Cl", "Cl", "Cl", "Cl", "C", "Cl", "Cl", "Cl", "Cl"],
  "coordinates": [[-1.311, -5.022, 3.250], [-2.652, -5.465, 2.550], [-2.375, -6.092, 1.159], [-3.441, -7.003, 3.787], [-3.918, -4.085, 2.533], [-3.793, -3.036, 1.281], [-2.296, -2.382, 1.073], [-2.036, -2.295, -0.543], [-1.152, -0.990, -1.035], [-0.914, 0.245, -0.262], [0.297, 0.963, -0.702], [0.632, 2.463, -0.028], [2.102, 2.953, -0.575], [2.605, 4.404, -0.003], [1.515, 5.420, -0.156], [3.169, 4.167, 1.932], [3.947, 4.810, -0.914], [4.495, 3.615, -1.655], [3.526, 5.788, -1.973], [5.468, 5.514, 0.196], [1.307, 0.472, -1.671], [0.946, -0.932, -2.064], [1.936, -2.082, -2.083], [2.264, -2.313, -3.402], [3.064, -2.634, -4.887], [-0.512, -1.120, -2.392], [-4.986, -4.610, 2.446], [-3.933, -3.496, 3.570], [-4.154, -3.546, 0.267], [-4.529, -2.120, 1.476], [-2.195, -1.346, 1.608], [-1.422, -3.065, 1.514], [-3.021, -2.387, -1.196], [-1.383, -3.252, -0.827], [0.639, 2.415, 1.146], [-0.223, 3.214, -0.332], [2.000, 3.054, -1.758], [2.906, 2.136, -0.274], [-6.794, -2.752, -1.982], [-5.645, -1.474, -1.515], [-6.536, -4.187, -0.958], [-8.461, -2.160, -1.766], [-6.536, -3.188, -3.690], [7.337, 1.998, -3.912], [8.236, 0.842, -2.896], [6.679, 1.151, -5.335], [6.000, 2.703, -2.969], [8.435, 3.295, -4.448], [-0.831, -5.313, 7.037], [-2.166, -4.313, 6.411], [0.557, -5.215, 5.923], [-0.346, -4.718, 8.644], [-1.368, -7.007, 7.168], [-12.726, -2.465, -0.967], [-14.184, -3.409, -1.367], [-11.426, -3.570, -0.454], [-12.198, -1.552, -2.403], [-13.098, -1.330, 0.355], [5.021, 7.714, 3.520], [4.822, 8.249, 5.208], [3.419, 7.485, 2.776], [5.929, 8.947, 2.609], [5.917, 6.173, 3.487], [3.125, 2.509, -7.266], [1.789, 3.509, -7.892], [4.512, 2.607, -8.380], [3.609, 3.105, -5.659], [2.587, 0.815, -7.135], [6.353, 1.839, 3.360], [5.883, 1.957, 1.645], [7.624, 0.603, 3.544], [6.972, 3.415, 3.916], [4.934, 1.381, 4.334]],
  "mulliken_charge": [-0.449, 0.982, -0.536, -0.227, -0.603, -0.311, -0.215, -0.441, 0.240, -0.501, 0.404, -0.780, -0.580, 0.668, -0.342, -0.057, 0.468, -0.272, -0.266, -0.046, -0.209, 0.689, -0.389, 0.275, -0.138, -0.339, 0.395, 0.299, 0.061, 0.301, 0.254, 0.256, 0.062, 0.249, 0.250, 0.268, 0.239, 0.259, 0.292, -0.046, -0.099, -0.043, -0.093, 0.282, -0.117, -0.087, 0.155, -0.119, 0.319, -0.071, -0.078, -0.103, -0.097, 0.346, -0.090, -0.081, -0.095, -0.089, 0.211, -0.100, -0.043, -0.085, 0.010, 0.244, -0.105, -0.091, 0.018, -0.073, 0.257, 0.020, -0.100, -0.078, -0.093],
  "lumo_energy_ev": -0.998,
  "orbital_gap_ev": 9.14
}

---

Entry 5:
{
  "formula": "C16H12BrFO3S",
  "method": "ωB97M-V with the def2-TZVPD basis set",
  "elements": ["O", "C", "C", "C", "S", "C", "C", "C", "C", "Br", "C", "C", "C", "O", "O", "C", "C", "C", "C", "F", "C", "C", "H", "H", "H", "H", "H", "H", "H", "H", "H", "H", "H", "H"],
  "coordinates": [[-2.700, 0.759, -2.810], [-2.924, 0.945, -1.638], [-2.018, 1.832, -0.795], [-0.973, 0.923, -0.149], [0.279, 1.963, 0.722], [1.795, 1.089, 0.443], [2.956, 1.855, 0.388], [4.181, 1.248, 0.201], [4.237, -0.130, 0.060], [5.920, -0.974, -0.212], [3.089, -0.902, 0.120], [1.864, -0.293, 0.323], [-1.551, -0.014, 0.887], [-1.306, -1.190, 0.942], [-2.327, 0.610, 1.771], [-4.014, 0.235, -0.924], [-4.758, 0.813, 0.103], [-5.753, 0.092, 0.735], [-5.990, -1.213, 0.339], [-6.946, -1.919, 0.968], [-5.276, -1.809, -0.687], [-4.297, -1.073, -1.323], [-2.561, 2.370, -0.020], [-1.509, 2.541, -1.450], [-0.441, 0.346, -0.909], [2.889, 2.927, 0.493], [5.083, 1.838, 0.156], [3.148, -1.974, 0.020], [0.980, -0.908, 0.396], [-2.630, -0.007, 2.456], [-4.585, 1.836, 0.398], [-6.345, 0.527, 1.525], [-5.493, -2.826, -0.974], [-3.726, -1.503, -2.131]],
  "mulliken_charge": [-0.580, 0.136, -0.865, -0.042, -0.215, 0.656, -0.595, -0.499, 0.079, -0.195, -0.774, -0.126, 0.295, -0.617, -0.381, 0.304, -0.049, -0.694, 0.370, -0.320, -0.555, -0.461, 0.307, 0.493, 0.635, 0.390, 0.408, 0.432, 0.384, 0.388, 0.374, 0.446, 0.446, 0.425],
  "lumo_energy_ev": 0.059,
  "smiles": "O=C(C[C@@H](Sc1ccc(Br)cc1)C(=O)O)c1ccc(F)cc1",
  "orbital_gap_ev": 8.61
}

---

Entry 6:
{
  "formula": "C16H12ClNO3S",
  "method": "ωB97M-V with the def2-TZVPD basis set",
  "elements": ["O", "C", "O", "C", "C", "O", "C", "C", "C", "C", "C", "Cl", "C", "C", "C", "C", "C", "N", "C", "S", "C", "C", "H", "H", "H", "H", "H", "H", "H", "H", "H", "H", "H", "H"],
  "coordinates": [[1.941, 1.455, 1.318], [1.927, 0.692, 0.386], [1.528, 1.028, -0.854], [0.994, 2.330, -1.038], [-0.514, 2.248, -1.272], [-1.108, 1.869, -0.051], [-2.455, 1.720, 0.014], [-2.966, 1.344, 1.258], [-4.323, 1.171, 1.427], [-5.200, 1.365, 0.371], [-4.684, 1.737, -0.856], [-5.753, 1.986, -2.192], [-3.324, 1.918, -1.053], [2.375, -0.720, 0.462], [2.843, -1.191, 1.698], [3.279, -2.486, 1.851], [3.249, -3.338, 0.748], [3.645, -4.643, 0.729], [3.500, -5.162, -0.425], [2.852, -4.128, -1.678], [2.773, -2.856, -0.496], [2.335, -1.554, -0.648], [1.485, 2.763, -1.913], [1.197, 2.929, -0.145], [-0.881, 3.231, -1.596], [-0.724, 1.503, -2.051], [-2.273, 1.198, 2.071], [-4.709, 0.881, 2.393], [-6.262, 1.231, 0.498], [-2.970, 2.210, -2.028], [2.852, -0.501, 2.528], [3.641, -2.858, 2.795], [3.752, -6.179, -0.654], [1.975, -1.192, -1.597]],
  "mulliken_charge": [-0.625, 0.721, -0.304, -0.905, -0.480, -0.191, 0.603, -0.694, -0.321, -0.652, 0.180, -0.225, -0.420, 0.118, -0.459, -0.545, -0.169, -0.630, -0.077, -0.183, 0.583, -0.482, 0.427, 0.386, 0.444, 0.384, 0.426, 0.369, 0.417, 0.418, 0.478, 0.450, 0.453, 0.505],
  "lumo_energy_ev": 0.048,
  "e_above_lowest_kcal_mol": 0.0,
  "smiles": "O=C(OCCOc1cccc(Cl)c1)c1ccc2ncsc2c1",
  "orbital_gap_ev": 8.83
}

---

Entry 7:
{
  "formula": "C16H12MnN4O6S2",
  "method": "ωB97M-V with the def2-TZVPD basis set",
  "elements": ["Mn", "O", "C", "O", "C", "C", "C", "C", "C", "N", "C", "O", "O", "H", "H", "H", "H", "N", "C", "C", "C", "C", "C", "C", "S", "O", "O", "N", "C", "S", "C", "C", "N", "H", "H", "H", "H", "H", "H", "H", "H"],
  "coordinates": [[-0.414, -0.534, -1.167], [-1.185, -2.520, -4.700], [-1.130, -1.883, -3.544], [-0.118, -1.395, -3.067], [-2.424, -1.797, -2.785], [-3.644, -2.356, -3.081], [-4.665, -2.173, -2.142], [-4.427, -1.475, -0.968], [-3.162, -0.950, -0.751], [-2.222, -1.109, -1.667], [-2.643, -0.189, 0.480], [-3.420, 0.050, 1.378], [-1.379, 0.064, 0.410], [-0.290, -2.537, -5.077], [-3.793, -2.916, -3.993], [-5.645, -2.592, -2.331], [-5.191, -1.332, -0.216], [1.501, 2.582, 5.206], [1.704, 1.713, 4.148], [0.685, 0.844, 3.746], [0.891, -0.045, 2.714], [2.122, -0.082, 2.065], [3.144, 0.774, 2.456], [2.937, 1.664, 3.495], [2.349, -1.157, 0.701], [1.743, -2.423, 1.008], [3.742, -1.075, 0.339], [1.473, -0.548, -0.503], [1.808, 0.593, -1.155], [3.322, 1.399, -1.401], [2.506, 2.531, -2.428], [1.199, 2.221, -2.540], [0.797, 1.142, -1.791], [0.550, 2.788, 5.456], [2.135, 3.356, 5.296], [-0.278, 0.879, 4.242], [0.092, -0.701, 2.397], [4.097, 0.730, 1.948], [3.735, 2.327, 3.808], [3.029, 3.358, -2.878], [0.468, 2.774, -3.111]],
  "mulliken_charge": [0.152, -0.442, 0.463, -0.496, 0.445, -0.465, -0.252, -0.534, 0.596, -0.426, 0.216, -0.671, -0.686, 0.405, 0.514, 0.435, 0.513, -0.547, 1.155, -0.894, -0.417, -0.180, -0.323, -0.644, 1.124, -0.749, -0.694, 0.006, 0.855, -0.027, -0.241, -0.620, -0.289, 0.216, 0.210, 0.289, 0.393, 0.502, 0.285, 0.408, 0.415],
  "lumo_energy_ev": [-1.252, -1.246],
  "s2": 0.80,
  "spin_multiplicity": 2,
  "orbital_gap_ev": [6.42, 6.50]
}

---

Entry 8:
{
  "formula": "C16H12MoN3O4S5",
  "method": "ωB97M-V with the def2-TZVPD basis set",
  "elements": ["Mo", "C", "C", "N", "C", "C", "S", "C", "C", "S", "C", "N", "C", "H", "H", "H", "H", "H", "H", "H", "H", "S", "C", "S", "S", "O", "C", "O", "C", "C", "C", "C", "C", "C", "N", "O", "O", "H", "H", "H", "H"],
  "coordinates": [[0.302, -0.099, 1.732], [3.350, -2.025, 1.688], [3.363, -0.623, 1.184], [2.328, 0.216, 1.131], [2.677, 1.461, 0.642], [3.986, 1.565, 0.308], [4.785, 0.091, 0.620], [1.605, 2.435, 0.574], [1.679, 3.718, 0.153], [0.167, 4.466, 0.332], [-0.522, 3.060, 0.946], [0.340, 2.031, 1.019], [-1.959, 3.136, 1.334], [2.399, -2.284, 2.149], [4.140, -2.164, 2.426], [3.549, -2.724, 0.874], [4.513, 2.413, -0.097], [2.540, 4.246, -0.223], [-2.302, 4.164, 1.223], [-2.111, 2.847, 2.373], [-2.575, 2.527, 0.675], [-3.387, -1.087, 4.333], [-2.757, -0.553, 3.083], [-2.245, 0.049, 1.662], [0.554, -0.410, 3.767], [0.364, -4.090, -0.087], [-0.154, -3.230, -0.588], [0.253, -1.577, 0.960], [-0.929, -2.547, -1.547], [-1.627, -3.381, -2.453], [-2.432, -2.787, -3.410], [-2.570, -1.402, -3.461], [-1.873, -0.623, -2.545], [-1.033, -1.160, -1.611], [-2.040, 0.850, -2.514], [-1.590, 1.417, -1.523], [-2.607, 1.366, -3.431], [-1.538, -4.458, -2.398], [-2.968, -3.409, -4.115], [-3.211, -0.926, -4.194], [-0.461, -0.497, -0.988]],
  "mulliken_charge": [1.088, -1.247, 0.488, 0.178, -0.473, -0.332, -0.045, 0.233, -0.451, -0.028, 0.842, 0.122, -1.389, 0.253, 0.433, 0.343, 0.456, 0.468, 0.479, 0.301, 0.305, -0.033, 0.496, 0.031, -0.126, -0.105, 0.445, -0.559, 0.659, -0.880, -0.587, -0.708, -0.088, 0.101, 0.933, -0.507, -0.493, 0.528, 0.470, 0.546, 0.855],
  "lumo_energy_ev": -11.652,
  "e_above_lowest_kcal_mol": 22.9,
  "charge": 3,
  "orbital_gap_ev": 5.88
}

---

F_max, record by record: 6.076 5.797 1.480 8.710 0.661 1.144 0.667 1.411 eV/Å